# 1
{"formula": "C2H3ClO3", "method": "ωB97M-V with the def2-TZVPD basis set", "fmax_ev_per_a": 5.63, "smiles": "O=CCl.O=CO", "orbital_gap_ev": 10.77, "relative_energy_ev": 0.5735, "elements": ["C", "C", "O", "O", "O", "Cl", "H", "H", "H"], "positions_angstrom": [[-2.307, 1.104, -1.206], [1.327, -0.449, 0.443], [-1.924, 0.523, -0.202], [0.692, 0.081, 1.492], [1.009, -0.411, -0.665], [-4.042, 1.433, -1.449], [2.220, -0.915, 0.773], [-0.313, 0.294, 1.356], [-1.739, 1.321, -2.033]], "forces_ev_per_a": [[-1.274, -2.866, 4.673], [0.103, 0.430, 3.007], [-0.940, 1.922, -2.503], [-2.636, 0.429, 0.771], [-1.440, 0.128, -4.194], [0.706, 0.098, 0.002], [1.284, -0.522, 0.664], [2.711, -0.469, -0.410], [1.485, 0.850, -2.009]]}


# 2
{"formula": "C7H12N", "method": "ωB97M-V with the def2-TZVPD basis set", "total_charge": 1, "fmax_ev_per_a": 8.22, "spin_multiplicity": 3, "orbital_gap_ev": [5.44, 9.19], "relative_energy_ev": 4.0050, "elements": ["C", "C", "C", "C", "C", "C", "C", "N", "H", "H", "H", "H", "H", "H", "H", "H", "H", "H", "H", "H"], "positions_angstrom": [[0.550, -1.176, -0.657], [0.314, -2.528, -1.110], [0.724, 0.077, 1.569], [1.206, -0.212, 0.198], [-0.032, 1.320, 1.453], [-1.377, 1.445, 1.440], [-0.603, 0.927, -1.519], [0.149, 0.036, -0.776], [-0.164, -2.472, -2.151], [1.318, -3.086, -1.317], [-0.042, -0.676, 1.837], [1.635, 0.216, 2.189], [2.237, -0.122, -0.073], [0.563, 2.274, 1.439], [-1.678, 2.508, 1.603], [-1.985, 0.660, 1.810], [-0.467, -2.939, -0.504], [-1.537, 1.344, -1.145], [-0.027, 1.836, -1.824], [-0.783, 0.567, -2.461]], "forces_ev_per_a": [[-1.073, 0.828, -0.072], [0.951, -0.289, -3.374], [-0.180, 0.161, 1.252], [0.645, -0.773, -0.487], [8.127, 1.203, 0.029], [-6.660, 2.726, 0.221], [0.486, 3.599, -0.771], [1.112, -1.959, -0.509], [0.549, 0.055, 1.345], [-1.996, 0.650, 1.153], [0.990, -0.174, 0.560], [-0.869, -0.590, 0.277], [0.592, 1.085, -0.063], [-0.486, -1.088, 0.004], [-0.522, -1.226, -0.217], [-0.791, -0.504, 0.298], [0.032, -1.021, 0.696], [-0.153, -0.508, 1.018], [0.083, -0.532, 0.912], [-0.836, -1.644, -2.274]]}


# 3
{"formula": "C3H3FO", "method": "ωB97M-V with the def2-TZVPD basis set", "fmax_ev_per_a": 5.35, "orbital_gap_ev": 10.28, "relative_energy_ev": 2.4898, "elements": ["C", "C", "C", "O", "F", "H", "H", "H"], "positions_angstrom": [[0.449, -0.728, 0.216], [-0.936, -0.423, -0.331], [0.573, 0.747, 0.328], [1.247, -1.623, 0.093], [1.339, 1.521, -0.382], [-0.854, -0.602, -1.347], [-1.820, 0.032, 0.294], [0.001, 1.077, 1.129]], "forces_ev_per_a": [[0.266, 0.869, -0.573], [1.806, 2.439, 4.400], [-2.322, -4.002, -1.040], [-0.723, 0.203, -0.051], [0.564, 0.449, -0.222], [-0.914, -0.389, -1.994], [1.923, -1.265, -1.736], [-0.601, 1.696, 1.216]]}


# 4
{"formula": "H12IO6", "method": "ωB97M-V with the def2-TZVPD basis set", "total_charge": -1, "fmax_ev_per_a": 0.58, "orbital_gap_ev": 8.65, "relative_energy_ev": 0.4031, "elements": ["I", "O", "H", "H", "O", "H", "H", "O", "H", "H", "O", "H", "H", "O", "H", "H", "O", "H", "H"], "positions_angstrom": [[0.673, -0.593, -0.381], [0.776, -1.094, -3.856], [0.608, -0.738, -2.956], [-0.093, -1.137, -4.268], [-2.812, -0.845, -1.082], [-2.048, -1.018, -0.501], [-2.416, -0.434, -1.856], [-0.448, 2.791, -0.716], [0.386, 3.069, -0.325], [-0.426, 1.816, -0.643], [3.755, 0.932, 0.974], [3.298, 1.531, 1.572], [3.036, 0.441, 0.534], [-1.155, -2.405, 2.155], [-0.451, -1.961, 1.641], [-1.501, -3.071, 1.551], [-0.674, 0.660, 2.852], [-0.224, 0.648, 1.988], [-0.283, 1.408, 3.317]], "forces_ev_per_a": [[0.136, 0.066, 0.146], [-0.212, 0.253, 0.221], [0.217, -0.320, -0.433], [0.054, 0.001, 0.074], [0.023, -0.186, 0.161], [-0.234, 0.179, -0.238], [0.096, 0.018, 0.081], [-0.125, -0.184, 0.051], [0.024, -0.107, -0.056], [0.096, 0.376, -0.033], [-0.099, -0.050, -0.088], [-0.039, -0.076, -0.030], [0.139, 0.114, 0.112], [0.250, -0.055, -0.215], [-0.397, -0.143, 0.250], [0.073, 0.086, -0.005], [0.251, 0.241, -0.093], [-0.214, -0.155, 0.168], [-0.040, -0.059, -0.073]]}